# 1
Formula: C49H46BrN4O12P4RbS
Source: the Open Molecules 2025 dataset
Level of theory: ωB97M-V/def2-TZVPD

The geometry in XYZ format:
```
118
C49H46BrN4O12P4RbS (ωB97M-V/def2-TZVPD)
Rb 1.385 0.976 0.846
C -6.629 -1.009 4.872
C -5.176 -1.014 4.487
C -4.634 0.028 3.743
C -3.291 0.040 3.399
C -2.466 -0.996 3.807
C -2.990 -2.041 4.555
C -4.336 -2.049 4.884
S -0.719 -0.963 3.404
O -0.073 -1.635 4.521
O -0.599 -1.665 2.133
N -0.361 0.531 3.192
C -0.341 1.440 4.231
C -0.622 1.194 5.559
C -0.634 2.219 6.525
C -0.359 3.514 6.198
C -0.039 3.824 4.853
C 0.268 5.143 4.439
C 0.571 5.393 3.138
C 0.577 4.309 2.227
N 0.304 3.084 2.582
C -0.008 2.808 3.877
H -7.238 -0.520 4.110
H -6.788 -0.470 5.810
H -7.004 -2.024 5.008
H -5.275 0.843 3.424
H -2.866 0.852 2.823
H -2.328 -2.829 4.888
H -4.744 -2.870 5.464
H -0.829 0.180 5.875
H -0.866 1.959 7.552
H -0.368 4.304 6.941
H 0.255 5.939 5.177
H 0.803 6.391 2.788
H 0.782 4.471 1.172
N 6.672 -0.408 0.034
C 5.997 0.857 0.422
C 7.031 1.916 0.791
P 4.997 0.469 1.951
O 4.346 -0.964 1.546
O 6.000 0.195 3.009
O 3.924 1.512 2.141
P 5.124 1.529 -1.148
O 3.407 2.820 0.030
O 5.097 0.126 -1.988
O 3.504 1.565 -0.694
H 6.411 -1.150 0.674
H 7.676 -0.293 0.090
H 5.648 -0.492 -1.438
H 7.588 1.599 1.674
H 6.544 2.867 1.014
H 7.716 2.090 -0.048
H 3.595 -0.946 0.927
H 3.598 2.470 0.962
O -0.929 -0.068 -0.495
P -1.389 -1.424 -0.828
C -0.114 -2.718 -0.732
P 1.511 -2.107 -1.284
O 2.179 -1.264 -0.262
C 1.299 -1.274 -2.860
C 1.137 -1.991 -4.047
C 0.984 -1.317 -5.245
C 1.010 0.073 -5.264
C 1.168 0.788 -4.088
C 1.302 0.116 -2.881
C 2.510 -3.563 -1.670
C 3.780 -3.292 -2.181
C 4.656 -4.328 -2.448
C 4.274 -5.642 -2.205
C 3.019 -5.916 -1.690
C 2.139 -4.876 -1.420
C -2.810 -2.047 0.085
C -2.846 -3.277 0.726
C -3.992 -3.677 1.394
C -5.102 -2.851 1.427
C -5.068 -1.619 0.790
C -3.925 -1.217 0.122
C -1.992 -1.467 -2.534
C -2.494 -2.621 -3.127
C -2.962 -2.588 -4.430
C -2.941 -1.392 -5.138
C -2.454 -0.238 -4.545
C -1.976 -0.273 -3.242
H -0.421 -3.580 -1.328
H 0.008 -2.982 0.324
H 1.135 -3.076 -4.033
H 0.848 -1.873 -6.165
H 0.895 0.600 -6.204
H 1.160 1.870 -4.073
H 1.368 0.697 -1.972
H 4.078 -2.263 -2.357
H 5.641 -4.110 -2.838
H 4.962 -6.453 -2.411
H 2.725 -6.938 -1.489
H 1.167 -5.101 -1.001
H -1.971 -3.911 0.743
H -4.007 -4.626 1.916
H -5.988 -3.155 1.971
H -5.925 -0.960 0.835
H -3.885 -0.246 -0.357
H -2.536 -3.550 -2.565
H -3.349 -3.489 -4.890
H -3.307 -1.362 -6.158
H -2.442 0.691 -5.099
H -1.579 0.616 -2.760
Br -2.177 3.211 -6.929
C -1.833 4.252 -5.369
C -2.236 5.575 -5.350
N -2.024 6.362 -4.301
C -1.398 5.832 -3.253
C -0.960 4.514 -3.179
C -1.189 3.698 -4.279
C -0.224 3.975 -1.929
O -0.024 4.808 -1.031
O 0.094 2.772 -1.993
H -2.743 6.009 -6.205
H -1.220 6.477 -2.400
H -0.852 2.669 -4.244
```

Properties
- LUMO energy: 3.4 eV
- Charge: -2
- Frontier orbital gap: 6.262 eV
- Energy relative to the best compared isomer or geometry (same formula, charge and spin): 4.224 eV
- Multiplicity: 1

Löwdin atomic charge list, values in e, 99 entries: atom 1 (Rb): 1.00, atom 2 (C): -0.07, atom 3 (C): -0.30, atom 4 (C): -0.05, atom 5 (C): -0.04, atom 6 (C): -0.25, atom 7 (C): -0.05, atom 8 (C): -0.06, atom 9 (S): 0.56, atom 10 (O): -0.33, atom 11 (O): -0.35, atom 12 (N): -0.19, atom 13 (C): -0.27, atom 14 (C): -0.04, atom 15 (C): -0.10, atom 16 (C): -0.08, atom 17 (C): -0.17, atom 18 (C): -0.04, atom 19 (C): -0.05, atom 20 (C): -0.12, atom 21 (N): 0.07, atom 22 (C): -0.15, atom 23 (H): 0.07, atom 24 (H): 0.08, atom 25 (H): 0.07, atom 26 (H): 0.11, atom 27 (H): 0.12, atom 28 (H): 0.11, atom 29 (H): 0.10, atom 30 (H): 0.09, atom 31 (H): 0.09, atom 32 (H): 0.09, atom 33 (H): 0.10, atom 34 (H): 0.10, atom 35 (H): 0.09, atom 36 (N): -0.01, atom 37 (C): -0.64, atom 38 (C): -0.16, atom 39 (P): 0.30, atom 40 (O): -0.17, atom 41 (O): -0.32, atom 42 (O): -0.38, atom 43 (P): 0.95, atom 44 (O): -0.20, atom 45 (O): -0.34, atom 46 (O): -0.53, atom 47 (H): 0.07, atom 48 (H): 0.08, atom 49 (H): 0.01, atom 50 (H): 0.07, atom 51 (H): 0.08, atom 52 (H): 0.06, atom 53 (H): 0.01, atom 54 (H): -0.01, atom 55 (O): -0.36, atom 56 (P): 0.70, atom 57 (C): -0.29, atom 58 (P): 0.74, atom 59 (O): -0.44, atom 60 (C): -0.27, atom 61 (C): -0.08, atom 62 (C): -0.09, atom 63 (C): -0.08, atom 64 (C): -0.06, atom 65 (C): -0.06, atom 66 (C): -0.26, atom 67 (C): -0.05, atom 68 (C): -0.07, atom 69 (C): -0.10, atom 70 (C): -0.09, atom 71 (C): -0.08, atom 72 (C): -0.27, atom 73 (C): -0.08, atom 74 (C): -0.08, atom 75 (C): -0.09, atom 76 (C): -0.09, atom 77 (C): -0.06, atom 78 (C): -0.27, atom 79 (C): -0.09, atom 80 (C): -0.10, atom 81 (C): -0.09, atom 82 (C): -0.07, atom 83 (C): -0.05, atom 84 (H): 0.07, atom 85 (H): 0.07, atom 86 (H): 0.11, atom 87 (H): 0.10, atom 88 (H): 0.10, atom 89 (H): 0.10, atom 90 (H): 0.07, atom 91 (H): 0.11, atom 92 (H): 0.10, atom 93 (H): 0.10, atom 94 (H): 0.10, atom 95 (H): 0.10, atom 96 (H): 0.10, atom 97 (H): 0.10, atom 98 (H): 0.10, atom 99 (H): 0.10

=====

# 2
Formula: C49H46O2PPdSbTe
Source: the Open Molecules 2025 dataset
Level of theory: ωB97M-V/def2-TZVPD

The geometry in XYZ format:
```
101
C49H46O2PPdSbTe (ωB97M-V/def2-TZVPD)
Pd -0.951 -0.040 0.283
O 0.557 -1.407 2.355
C -0.683 -1.335 2.468
O -1.358 -0.259 2.392
C -1.449 -2.627 2.560
C -1.490 -3.369 3.734
C -2.162 -4.579 3.759
C -2.767 -5.076 2.609
C -2.714 -4.352 1.433
C -2.071 -3.111 1.407
P -1.935 -2.202 -0.144
C -3.555 -2.037 -0.906
C -4.722 -2.323 -0.203
C -5.959 -2.035 -0.768
C -6.037 -1.462 -2.028
C -4.875 -1.160 -2.729
C -3.639 -1.433 -2.167
C -0.842 -3.180 -1.201
C -1.181 -3.659 -2.462
C -0.243 -4.366 -3.207
C 1.026 -4.596 -2.699
C 1.364 -4.137 -1.429
C 0.434 -3.436 -0.683
H -0.999 -2.997 4.623
H -2.207 -5.148 4.678
H -3.270 -6.034 2.630
H -3.165 -4.752 0.532
H -4.675 -2.763 0.785
H -6.862 -2.264 -0.218
H -7.004 -1.253 -2.467
H -4.933 -0.714 -3.713
H -2.737 -1.173 -2.709
H -2.173 -3.505 -2.864
H -0.514 -4.748 -4.182
H 1.750 -5.149 -3.282
H 2.350 -4.332 -1.027
H 0.682 -3.105 0.324
C 4.427 -2.873 1.615
C 4.548 -2.432 0.181
C 5.419 -3.122 -0.662
C 5.547 -2.785 -1.999
C 4.807 -1.737 -2.535
C 3.941 -1.032 -1.721
C 3.824 -1.369 -0.370
Sb 2.464 -0.306 0.835
C 1.367 0.840 -0.603
C 0.646 0.068 -1.525
C -0.136 0.682 -2.509
C -0.186 2.066 -2.577
C 0.547 2.822 -1.683
C 1.329 2.244 -0.681
C 2.112 3.141 0.237
C 3.573 0.838 2.191
C 4.956 0.812 2.023
C 5.765 1.539 2.881
C 5.183 2.276 3.902
C 3.805 2.282 4.069
C 2.968 1.557 3.227
C 1.484 1.556 3.473
H 5.403 -2.890 2.099
H 4.016 -3.882 1.673
H 3.781 -2.232 2.219
H 6.003 -3.940 -0.257
H 6.231 -3.340 -2.628
H 4.914 -1.468 -3.577
H 3.373 -0.209 -2.137
H 0.769 -1.010 -1.566
H -0.647 0.064 -3.236
H -0.777 2.553 -3.341
H 0.521 3.903 -1.756
H 2.094 4.164 -0.134
H 3.154 2.830 0.315
H 1.696 3.145 1.247
H 5.407 0.242 1.218
H 6.838 1.533 2.747
H 5.806 2.850 4.575
H 3.366 2.857 4.875
H 1.157 2.506 3.894
H 1.210 0.765 4.172
H 0.899 1.373 2.569
C -2.006 7.222 -1.504
C -2.284 5.790 -1.153
C -3.154 5.022 -1.921
C -3.459 3.710 -1.589
C -4.435 2.925 -2.429
C -2.843 3.155 -0.456
Te -3.316 1.198 0.060
C -1.963 3.903 0.343
C -1.342 3.334 1.590
C -1.703 5.212 -0.024
H -2.243 7.431 -2.546
H -0.961 7.478 -1.325
H -2.613 7.885 -0.885
H -3.618 5.463 -2.796
H -4.816 3.525 -3.253
H -5.293 2.601 -1.835
H -3.975 2.028 -2.855
H -0.750 2.437 1.375
H -2.096 3.046 2.325
H -0.679 4.059 2.060
H -1.044 5.810 0.595
```

Properties
- LUMO energy (alpha / beta): -4.5 / -7.4 eV
- Charge: +2
- Frontier orbital gap (alpha / beta): 8.286 / 6.304 eV
- ⟨S²⟩: 6.024
- Multiplicity: 5

Löwdin atomic charge list, values in e, 99 entries: atom 1 (Pd): 0.52, atom 2 (O): -0.11, atom 3 (C): -0.67, atom 4 (O): -0.13, atom 5 (C): -0.14, atom 6 (C): 0.00, atom 7 (C): -0.03, atom 8 (C): -0.04, atom 9 (C): -0.07, atom 10 (C): -0.29, atom 11 (P): 1.06, atom 12 (C): -0.43, atom 13 (C): -0.08, atom 14 (C): -0.05, atom 15 (C): -0.05, atom 16 (C): -0.07, atom 17 (C): -0.17, atom 18 (C): -0.35, atom 19 (C): -0.07, atom 20 (C): -0.05, atom 21 (C): -0.05, atom 22 (C): -0.06, atom 23 (C): -0.11, atom 24 (H): 0.13, atom 25 (H): 0.12, atom 26 (H): 0.12, atom 27 (H): 0.12, atom 28 (H): 0.11, atom 29 (H): 0.12, atom 30 (H): 0.12, atom 31 (H): 0.12, atom 32 (H): 0.09, atom 33 (H): 0.10, atom 34 (H): 0.12, atom 35 (H): 0.12, atom 36 (H): 0.11, atom 37 (H): 0.09, atom 38 (C): -0.05, atom 39 (C): -0.32, atom 40 (C): -0.03, atom 41 (C): -0.04, atom 42 (C): -0.06, atom 43 (C): -0.11, atom 44 (C): -0.33, atom 45 (Sb): 1.81, atom 46 (C): -0.35, atom 47 (C): -0.25, atom 48 (C): -0.07, atom 49 (C): -0.05, atom 50 (C): -0.02, atom 51 (C): -0.27, atom 52 (C): -0.02, atom 53 (C): -0.33, atom 54 (C): -0.11, atom 55 (C): -0.06, atom 56 (C): -0.04, atom 57 (C): -0.02, atom 58 (C): -0.30, atom 59 (C): -0.06, atom 60 (H): 0.10, atom 61 (H): 0.10, atom 62 (H): 0.04, atom 63 (H): 0.13, atom 64 (H): 0.12, atom 65 (H): 0.12, atom 66 (H): 0.10, atom 67 (H): 0.08, atom 68 (H): 0.11, atom 69 (H): 0.12, atom 70 (H): 0.12, atom 71 (H): 0.09, atom 72 (H): 0.09, atom 73 (H): 0.07, atom 74 (H): 0.10, atom 75 (H): 0.12, atom 76 (H): 0.12, atom 77 (H): 0.12, atom 78 (H): 0.09, atom 79 (H): 0.10, atom 80 (H): 0.02, atom 81 (C): -0.03, atom 82 (C): -0.24, atom 83 (C): 0.01, atom 84 (C): -0.32, atom 85 (C): -0.08, atom 86 (C): -0.51, atom 87 (Te): 1.45, atom 88 (C): -0.32, atom 89 (C): -0.08, atom 90 (C): 0.00, atom 91 (H): 0.09, atom 92 (H): 0.09, atom 93 (H): 0.10, atom 94 (H): 0.13, atom 95 (H): 0.09, atom 96 (H): 0.08, atom 97 (H): 0.06, atom 98 (H): 0.02, atom 99 (H): 0.09

=====

Values for M, g mol⁻¹, ordered as above
1204.3, 1053.7